# 1
{
  "formula": "C36H50BCl5IrN8O",
  "method": "ωB97M-V/def2-TZVPD",
  "elements": ["Ir", "C", "C", "C", "C", "C", "C", "C", "C", "C", "N", "N", "B", "N", "N", "C", "C", "C", "C", "C", "C", "C", "C", "C", "N", "N", "C", "C", "C", "C", "C", "C", "C", "C", "C", "H", "H", "H", "H", "H", "H", "H", "H", "H", "H", "H", "H", "H", "H", "H", "H", "H", "H", "H", "H", "H", "H", "H", "H", "H", "H", "H", "H", "H", "H", "H", "H", "H", "H", "H", "H", "H", "H", "H", "H", "H", "H", "H", "H", "H", "H", "Cl", "C", "C", "Cl", "C", "Cl", "C", "O", "C", "Cl", "C", "Cl", "N", "C", "C", "C", "N", "H", "H", "H", "H"],
  "positions_angstrom": [[-0.081, 0.106, -0.228], [-4.136, -1.169, 2.349], [-2.814, -1.828, 1.920], [-2.929, -2.345, 0.497], [-1.608, -0.999, 2.359], [-1.432, -0.840, 3.728], [-0.279, -0.112, 3.920], [0.244, 0.218, 5.297], [0.862, 1.597, 5.525], [1.134, -0.920, 5.809], [0.237, 0.132, 2.701], [-0.584, -0.376, 1.734], [1.556, 0.815, 2.290], [2.393, -0.132, 1.409], [1.904, -0.566, 0.189], [2.859, -1.362, -0.349], [3.914, -1.442, 0.547], [3.615, -0.652, 1.635], [4.650, -0.453, 2.734], [4.311, 0.246, 4.043], [5.894, 0.211, 2.121], [3.051, -2.057, -1.690], [2.269, -3.357, -1.879], [3.024, -1.139, -2.915], [1.223, 2.081, 1.487], [0.459, 1.967, 0.369], [0.272, 3.203, -0.134], [0.922, 4.110, 0.702], [1.524, 3.372, 1.700], [2.455, 3.843, 2.776], [2.106, 5.257, 3.231], [3.894, 3.775, 2.254], [-0.467, 3.595, -1.378], [-1.694, 4.443, -1.034], [0.481, 4.376, -2.292], [-4.948, -1.885, 2.220], [-4.373, -0.302, 1.739], [-4.124, -0.861, 3.393], [-2.712, -2.714, 2.553], [-3.071, -1.547, -0.233], [-3.803, -2.995, 0.441], [-2.071, -2.954, 0.216], [-2.071, -1.235, 4.500], [-0.666, 0.196, 5.904], [1.918, 1.627, 5.270], [0.779, 1.847, 6.583], [0.342, 2.370, 4.957], [1.997, -1.073, 5.160], [0.582, -1.859, 5.845], [1.496, -0.696, 6.813], [2.155, 1.100, 3.255], [4.825, -1.993, 0.389], [4.938, -1.477, 2.993], [4.161, 1.317, 3.909], [5.157, 0.117, 4.720], [3.434, -0.169, 4.530], [5.671, 1.224, 1.786], [6.277, -0.346, 1.268], [6.684, 0.271, 2.870], [4.093, -2.368, -1.604], [1.218, -3.193, -2.102], [2.333, -3.981, -0.987], [2.695, -3.917, -2.713], [2.045, -1.087, -3.368], [3.701, -1.531, -3.676], [3.344, -0.126, -2.668], [0.964, 5.177, 0.571], [2.359, 3.173, 3.631], [2.262, 5.977, 2.425], [2.747, 5.551, 4.061], [1.068, 5.330, 3.558], [4.045, 4.515, 1.467], [4.112, 2.792, 1.835], [4.607, 3.978, 3.055], [-0.767, 2.699, -1.906], [-1.393, 5.392, -0.584], [-2.355, 3.937, -0.333], [-2.259, 4.671, -1.939], [0.878, 5.257, -1.785], [-0.052, 4.715, -3.181], [1.318, 3.755, -2.607], [-1.084, -3.208, -6.485], [-0.728, -2.088, -5.235], [-0.842, -2.469, -3.905], [-1.351, -4.048, -3.466], [-0.519, -1.554, -2.914], [-0.768, -1.983, -1.240], [-0.092, -0.246, -3.164], [0.227, 0.601, -2.213], [-0.022, 0.123, -4.523], [0.479, 1.724, -4.885], [-0.324, -0.780, -5.534], [-0.195, -0.288, -7.169], [-2.617, 0.821, -1.713], [-3.836, 1.376, -1.615], [-4.000, 1.774, -0.309], [-2.803, 1.431, 0.327], [-1.977, 0.854, -0.533], [-2.113, 0.529, -2.536], [-4.483, 1.447, -2.472], [-4.860, 2.252, 0.123], [-2.498, 1.582, 1.348]],
  "gap_ev": 8.89,
  "charge": 1,
  "de_lowest_kcal_mol": 6.7,
  "molar_mass_g_mol": 991.15,
  "homo_energy_ev": -10.8,
  "lumo_energy_ev": -1.919
}

=====

# 2
{
  "formula": "C36H50FIN5O11PS",
  "method": "ωB97M-V/def2-TZVPD",
  "elements": ["C", "C", "C", "C", "S", "O", "C", "C", "C", "O", "I", "C", "O", "C", "C", "C", "C", "N", "C", "C", "F", "C", "C", "C", "C", "P", "N", "O", "O", "H", "H", "H", "H", "H", "H", "H", "H", "H", "H", "H", "H", "H", "H", "H", "H", "H", "H", "H", "H", "H", "H", "H", "H", "H", "H", "H", "H", "H", "H", "H", "H", "H", "H", "H", "O", "N", "O", "C", "C", "C", "C", "C", "C", "H", "H", "H", "H", "H", "O", "N", "O", "C", "C", "C", "C", "C", "C", "H", "H", "H", "H", "H", "O", "N", "O", "C", "C", "C", "C", "C", "C", "H", "H", "H", "H", "H"],
  "positions_angstrom": [[-3.725, 2.086, -4.014], [-3.992, 1.495, -2.757], [-2.896, 0.582, -2.004], [-2.889, 1.134, -0.468], [-2.236, 2.879, -0.582], [-2.453, 0.277, 0.539], [-1.115, -0.143, 0.749], [-0.018, 0.102, -0.373], [0.267, -0.928, -1.534], [-0.391, -1.159, -2.552], [2.151, -2.103, -1.544], [-0.540, 0.426, 2.181], [0.411, -0.529, 2.750], [0.212, 1.824, 2.133], [1.675, 2.117, 1.678], [2.851, 1.070, 1.889], [1.864, 2.685, 0.153], [-1.541, 0.583, 3.239], [-2.033, -0.533, 3.998], [-2.322, -0.320, 5.578], [-3.506, 0.446, 5.834], [-2.444, 1.721, 3.231], [-2.256, 2.927, 4.243], [-1.227, 2.808, 5.441], [-1.949, 3.179, 6.847], [-1.395, -2.057, 0.760], [-0.067, -2.901, 0.966], [-2.231, -2.505, -0.686], [-2.524, -2.584, 1.916], [-2.700, 2.522, -4.273], [-4.559, 2.187, -4.772], [-4.995, 1.715, -2.250], [-1.899, 0.888, -2.450], [-3.137, -0.521, -2.073], [-4.018, 1.305, -0.282], [-2.925, 3.542, 0.442], [0.995, 0.107, 0.177], [-0.060, 1.132, -0.884], [1.013, -0.873, 2.062], [0.197, 2.204, 3.223], [-0.462, 2.586, 1.587], [2.048, 3.042, 2.265], [2.767, 0.447, 2.835], [3.838, 1.658, 1.934], [2.954, 0.348, 1.003], [0.819, 3.028, -0.195], [2.565, 3.573, 0.109], [2.145, 1.823, -0.534], [-3.089, -0.799, 3.598], [-1.489, -1.532, 3.972], [-1.408, -0.003, 6.167], [-2.568, -1.381, 5.956], [-2.498, 2.199, 2.185], [-3.516, 1.322, 3.386], [-1.985, 3.874, 3.645], [-3.283, 3.176, 4.700], [-0.612, 1.857, 5.495], [-0.454, 3.654, 5.311], [-2.917, 2.614, 7.010], [-1.233, 3.153, 7.726], [-2.250, 4.284, 6.723], [-0.169, -3.492, 1.804], [-2.005, -3.450, -0.861], [-2.337, -3.540, 2.076], [6.538, 3.539, 1.184], [5.552, 4.096, 1.636], [4.592, 3.516, 2.121], [5.514, 5.559, 1.589], [6.572, 6.256, 1.011], [6.520, 7.643, 0.948], [5.421, 8.324, 1.463], [4.372, 7.622, 2.049], [4.414, 6.234, 2.114], [7.433, 5.737, 0.606], [7.335, 8.195, 0.493], [5.381, 9.407, 1.407], [3.520, 8.158, 2.452], [3.590, 5.698, 2.570], [5.401, -7.531, -6.507], [5.090, -7.704, -5.339], [5.586, -8.548, -4.610], [4.047, -6.845, -4.776], [3.429, -5.894, -5.585], [2.423, -5.096, -5.053], [2.043, -5.247, -3.723], [2.672, -6.191, -2.917], [3.677, -6.996, -3.442], [3.716, -5.767, -6.623], [1.931, -4.357, -5.677], [1.254, -4.627, -3.313], [2.374, -6.303, -1.880], [4.157, -7.730, -2.805], [-1.124, -5.332, -3.665], [-2.218, -5.079, -3.189], [-2.551, -5.349, -2.043], [-3.197, -4.409, -4.045], [-2.868, -4.117, -5.366], [-3.810, -3.502, -6.183], [-5.066, -3.180, -5.678], [-5.384, -3.466, -4.354], [-4.450, -4.083, -3.531], [-1.893, -4.363, -5.771], [-3.566, -3.276, -7.215], [-5.801, -2.705, -6.320], [-6.364, -3.210, -3.964], [-4.710, -4.303, -2.502]],
  "gap_ev": 7.54,
  "molar_mass_g_mol": 937.76,
  "homo_energy_ev": -8.4,
  "smiles": "C=CC[C@H](S)O[C@@](CC(=O)I)([C@@](O)(CC(C)C)N(CCF)CCCC)P(=N)(O)O.O=[N+]([O-])c1ccccc1.O=[N+]([O-])c1ccccc1.O=[N+]([O-])c1ccccc1",
  "lumo_energy_ev": -0.870
}

=====

# 3
{
  "formula": "C36H51N3O16S4V",
  "method": "ωB97M-V/def2-TZVPD",
  "elements": ["V", "O", "C", "C", "O", "H", "H", "H", "H", "C", "C", "C", "C", "C", "C", "N", "O", "O", "H", "H", "H", "H", "H", "C", "C", "C", "C", "C", "C", "N", "O", "O", "H", "H", "H", "H", "H", "C", "C", "C", "C", "C", "C", "N", "O", "O", "H", "H", "H", "H", "H", "C", "C", "C", "S", "O", "O", "C", "H", "H", "H", "H", "H", "H", "H", "H", "C", "C", "C", "S", "O", "O", "C", "H", "H", "H", "H", "H", "H", "H", "H", "C", "C", "C", "S", "O", "O", "C", "H", "H", "H", "H", "H", "H", "H", "H", "C", "C", "C", "S", "O", "O", "C", "H", "H", "H", "H", "H", "H", "H", "H"],
  "positions_angstrom": [[0.023, 0.105, -0.686], [-2.076, -0.201, -0.303], [-2.253, 0.509, 0.938], [-1.050, 1.362, 1.612], [0.218, 1.444, 0.942], [-2.684, -0.071, 1.755], [-3.011, 1.283, 0.817], [-0.929, 0.974, 2.624], [-1.560, 2.315, 1.751], [1.039, -1.530, 5.879], [1.143, -0.910, 4.655], [2.424, -0.779, 4.052], [3.607, -1.249, 4.725], [3.478, -1.985, 5.861], [2.166, -2.173, 6.352], [4.943, -1.205, 4.022], [5.932, -1.900, 4.550], [5.056, -0.442, 3.079], [0.059, -1.625, 6.323], [0.207, -0.480, 4.330], [2.434, -0.283, 3.093], [4.319, -2.405, 6.393], [2.007, -2.640, 7.312], [0.229, 5.229, 1.974], [-0.468, 5.526, 3.090], [-0.181, 6.663, 3.807], [0.809, 7.530, 3.375], [1.554, 7.248, 2.189], [1.157, 6.129, 1.452], [1.076, 8.841, 4.166], [2.069, 9.540, 3.837], [0.128, 9.284, 4.849], [0.099, 4.238, 1.565], [-1.309, 4.879, 3.289], [-0.709, 6.910, 4.716], [2.316, 7.922, 1.827], [1.517, 5.599, 0.583], [-4.488, -2.753, -1.185], [-5.475, -3.186, -2.117], [-6.013, -4.487, -2.049], [-5.550, -5.385, -1.027], [-4.533, -4.878, -0.164], [-4.046, -3.537, -0.180], [-6.059, -6.769, -0.865], [-7.171, -7.116, -1.359], [-5.388, -7.675, -0.291], [-4.011, -1.784, -1.207], [-5.828, -2.636, -2.976], [-6.766, -4.769, -2.770], [-4.153, -5.553, 0.588], [-3.348, -3.250, 0.593], [-1.590, 2.965, -5.135], [-2.607, 3.773, -4.343], [-2.322, 3.185, -2.945], [-0.544, 3.042, -2.700], [-0.401, 1.684, -2.294], [-0.031, 4.223, -1.966], [-0.290, 3.194, -4.482], [-1.549, 3.352, -6.153], [-1.797, 1.897, -5.188], [-3.617, 3.790, -4.754], [-2.384, 4.838, -4.282], [-2.636, 2.142, -2.928], [-2.801, 3.766, -2.158], [0.628, 2.823, -4.938], [-0.173, 4.272, -4.598], [-0.129, -4.523, 2.964], [1.433, -4.219, 2.895], [1.788, -4.367, 1.437], [0.426, -3.399, 0.601], [-0.044, -3.960, -0.708], [0.726, -1.949, 0.510], [-0.848, -3.658, 1.929], [-0.398, -4.376, 4.010], [-0.249, -5.575, 2.709], [2.077, -4.941, 3.397], [1.685, -3.202, 3.195], [1.946, -5.383, 1.073], [2.710, -3.878, 1.122], [-1.664, -4.170, 1.420], [-1.186, -2.673, 2.252], [-0.854, -3.821, -4.777], [-1.912, -3.120, -4.088], [-1.687, -1.633, -4.276], [0.066, -1.386, -3.875], [0.195, -1.214, -2.430], [0.609, -0.408, -4.756], [0.458, -3.144, -4.323], [-0.840, -3.742, -5.864], [-0.822, -4.862, -4.454], [-1.866, -3.391, -3.034], [-2.879, -3.338, -4.543], [-2.248, -1.055, -3.542], [-1.912, -1.306, -5.291], [0.781, -3.476, -3.336], [1.268, -3.141, -5.052], [4.886, 3.259, -1.085], [5.248, 2.312, 0.056], [4.512, 0.893, -0.081], [3.439, 0.916, -1.581], [2.163, 0.290, -1.226], [4.243, 0.522, -2.723], [3.453, 2.838, -1.496], [5.545, 3.052, -1.928], [5.112, 4.277, -0.766], [4.903, 2.779, 0.978], [6.303, 2.246, 0.323], [3.733, 0.745, 0.666], [5.083, -0.023, 0.067], [2.706, 3.202, -0.790], [3.204, 3.181, -2.500]],
  "multiplicity": 4,
  "gap_ev": [5.13, 6.06],
  "s2": 3.76,
  "de_lowest_kcal_mol": 58.7,
  "molar_mass_g_mol": 961.02,
  "homo_energy_ev": [-6.2, -7.1],
  "lumo_energy_ev": [-1.072, -1.072]
}

=====

# 4
{
  "formula": "C36H52B2F4InN5O7SSe",
  "method": "ωB97M-V/def2-TZVPD",
  "elements": ["In", "C", "C", "N", "O", "B", "F", "F", "O", "N", "C", "C", "C", "N", "O", "B", "F", "F", "O", "N", "C", "C", "C", "H", "H", "H", "H", "H", "H", "H", "H", "H", "H", "H", "H", "C", "C", "C", "C", "C", "C", "C", "Se", "C", "C", "C", "C", "C", "C", "O", "C", "C", "C", "C", "C", "C", "C", "C", "C", "O", "C", "C", "C", "C", "C", "C", "H", "H", "H", "H", "H", "H", "H", "H", "H", "H", "H", "H", "H", "H", "H", "H", "H", "H", "H", "H", "H", "H", "H", "H", "H", "H", "H", "H", "H", "H", "H", "H", "H", "H", "H", "H", "H", "H", "H", "H", "O", "S", "N"],
  "positions_angstrom": [[0.043, -2.716, -0.600], [1.589, -6.050, 1.648], [1.891, -6.366, 0.228], [3.081, -6.570, -0.216], [4.149, -6.632, 0.807], [5.003, -5.633, 0.788], [5.961, -5.546, 1.690], [4.873, -4.606, -0.077], [2.782, -1.369, 0.208], [2.036, -1.829, -0.852], [2.733, -2.178, -1.904], [4.193, -1.854, -1.945], [2.001, -2.935, -2.889], [0.736, -3.195, -2.607], [0.117, -4.209, -3.340], [-1.202, -4.463, -2.724], [-1.706, -3.176, -2.062], [-2.058, -4.969, -3.676], [-1.179, -5.446, -1.562], [-0.064, -5.248, -0.697], [0.834, -6.256, -0.810], [0.997, -7.098, -2.065], [2.540, -3.334, -4.173], [0.957, -5.126, 1.600], [2.508, -5.888, 2.241], [0.988, -6.844, 2.148], [4.445, -1.351, -0.987], [4.503, -1.204, -2.807], [4.774, -2.751, -1.935], [2.013, -7.497, -1.971], [1.029, -6.496, -2.987], [0.322, -7.924, -2.202], [3.009, -2.424, -4.628], [1.697, -3.693, -4.844], [3.296, -4.164, -4.102], [2.254, 6.268, 0.869], [2.793, 5.228, -0.189], [2.121, 5.579, -1.537], [4.324, 5.417, -0.338], [2.325, 3.818, 0.185], [1.811, 2.897, -0.722], [1.131, 1.771, -0.316], [0.263, 0.810, -1.713], [-1.571, 0.827, -1.063], [-2.324, 1.894, -1.443], [-3.657, 2.048, -1.038], [-4.172, 1.084, -0.140], [-3.517, -0.104, 0.162], [-2.158, -0.282, -0.309], [-1.470, -1.336, -0.041], [-4.214, -1.258, 0.923], [-5.580, -0.839, 1.427], [-3.392, -1.635, 2.102], [-4.409, -2.440, -0.019], [-4.575, 3.129, -1.525], [-4.672, 4.278, -0.528], [-6.064, 2.668, -1.735], [-4.059, 3.718, -2.855], [0.979, 1.511, 1.134], [0.263, 0.541, 1.471], [1.703, 2.380, 2.025], [2.428, 3.437, 1.490], [1.579, 2.240, 3.557], [3.015, 1.779, 4.035], [1.358, 3.641, 4.211], [0.395, 1.465, 4.140], [2.465, 7.292, 0.499], [1.175, 6.201, 1.019], [2.687, 6.154, 1.842], [2.301, 6.609, -1.750], [2.588, 5.001, -2.331], [1.035, 5.449, -1.503], [4.528, 6.320, -0.855], [4.840, 5.330, 0.608], [4.754, 4.614, -0.985], [1.882, 3.106, -1.785], [-1.850, 2.683, -2.066], [-5.122, 1.303, 0.365], [-5.554, 0.066, 2.024], [-6.323, -0.688, 0.607], [-5.994, -1.584, 2.099], [-3.250, -0.775, 2.760], [-3.838, -2.365, 2.794], [-2.409, -2.063, 1.858], [-5.155, -2.141, -0.748], [-3.497, -2.723, -0.586], [-4.724, -3.383, 0.433], [-4.884, 3.800, 0.402], [-3.700, 4.711, -0.480], [-5.267, 5.111, -0.890], [-6.497, 2.211, -0.820], [-6.573, 3.540, -2.052], [-6.017, 1.971, -2.607], [-3.086, 4.128, -2.766], [-4.110, 2.921, -3.610], [-4.755, 4.547, -3.102], [3.048, 4.096, 2.090], [3.756, 2.552, 3.759], [3.036, 1.568, 5.123], [3.296, 0.797, 3.582], [2.297, 4.173, 4.162], [0.621, 4.229, 3.668], [1.137, 3.586, 5.283], [0.214, 0.530, 3.641], [0.605, 1.350, 5.196], [-0.499, 2.076, 4.080], [2.580, -1.408, 2.878], [1.623, -1.558, 1.797], [0.838, -2.829, 1.455]],
  "gap_ev": [5.01, 5.14],
  "de_lowest_kcal_mol": 72.4,
  "molar_mass_g_mol": 990.30,
  "homo_energy_ev": [-7.1, -7.1],
  "lumo_energy_ev": [-2.093, -1.960]
}